14
Properties=species:S:1:pos:R:3:lowdin_charge:R:1 method="wB97M-V/def2-TZVPD" largest_force_ev_per_a=6.1 homo_energy_ha=-0.33335 e_tot_ha=-415.9174 lumo_energy_ev=0.46 orbital_gap_ev=9.54
N 1.115 -2.319 -0.981 -0.02
C -0.043 -1.616 -0.337 -0.21
C 0.082 -0.117 -0.079 -0.29
C -1.036 0.779 0.212 0.02
C -0.493 2.012 0.472 -0.41
O -1.166 2.972 1.007 0.15
O 0.871 1.812 0.582 -0.02
N 1.239 0.457 0.194 0.12
H 1.961 -1.707 -0.743 0.09
H 1.140 -2.425 -1.966 0.03
H -1.056 -1.954 -0.633 0.11
H 0.101 -2.096 0.699 0.13
H -2.149 0.545 0.210 0.14
H -0.563 3.658 1.364 0.15


14
Properties=species:S:1:pos:R:3:lowdin_charge:R:1 method="wB97M-V/def2-TZVPD" largest_force_ev_per_a=7.3 homo_energy_ha=-0.28518 e_tot_ha=-415.7868 lumo_energy_ev=-0.73 orbital_gap_ev=7.03
C -0.270 -0.435 0.141 -0.28
C -1.001 0.697 -0.333 -0.40
C -0.178 1.698 -0.555 -0.08
C 1.032 -0.120 -0.019 -0.50
H -0.661 -1.911 1.526 0.10
H -0.382 -2.550 0.048 0.09
H -2.881 -0.126 -0.521 0.19
H -0.207 2.601 -1.378 0.16
H 2.116 1.824 -0.051 0.29
H 1.974 -1.173 1.598 0.34
N -0.703 -1.691 0.494 0.07
N 1.196 1.035 -0.730 0.04
O -2.299 0.745 -0.532 0.05
O 2.264 -0.594 0.311 -0.05


14
Properties=species:S:1:pos:R:3:lowdin_charge:R:1 method="wB97M-V/def2-TZVPD" largest_force_ev_per_a=3.8 homo_energy_ha=-0.36355 e_tot_ha=-416.0083 lumo_energy_ev=0.79 orbital_gap_ev=10.69
N 1.923 1.515 0.010 0.19
C 1.665 0.183 -0.014 -0.57
O 2.508 -0.683 -0.061 0.06
N 0.297 -0.155 -0.032 0.11
C -0.759 -1.528 -0.030 0.00
C -1.894 -0.597 0.024 -0.07
C -0.773 0.649 0.019 -0.45
O -0.989 1.824 0.046 0.09
H 1.187 2.200 0.042 0.09
H 2.885 1.810 0.004 0.11
H -0.511 -2.095 0.863 0.11
H -0.563 -2.056 -0.957 0.11
H -2.516 -0.513 -0.862 0.11
H -2.460 -0.554 0.948 0.11


14
Properties=species:S:1:pos:R:3:lowdin_charge:R:1 method="wB97M-V/def2-TZVPD" largest_force_ev_per_a=3.4 homo_energy_ha=-0.29758 e_tot_ha=-415.9852 lumo_energy_ev=0.67 orbital_gap_ev=8.77
C -0.095 -1.907 0.419 -0.03
N 0.047 -0.535 0.048 -0.02
C -0.008 0.104 -1.161 -0.38
O -0.082 -0.659 -2.289 0.08
C -0.087 1.409 -0.942 -0.09
N 0.009 1.678 0.480 0.10
C 0.106 0.481 1.024 -0.40
O 0.208 0.068 2.339 0.04
H 0.102 -2.111 1.452 0.07
H -1.143 -2.179 0.205 0.10
H 0.687 -2.631 -0.025 0.12
H -0.058 -0.023 -3.029 0.12
H -0.279 2.286 -1.597 0.11
H -0.195 0.862 2.857 0.17


14
Properties=species:S:1:pos:R:3:lowdin_charge:R:1 method="wB97M-V/def2-TZVPD" largest_force_ev_per_a=4.3 homo_energy_ha=-0.33051 e_tot_ha=-738.8171 lumo_energy_ev=-0.45 orbital_gap_ev=8.55
C 0.067 1.545 -0.356 -0.29
C 1.056 -0.651 0.651 -0.13
C 0.563 0.469 0.087 -0.06
C 2.346 -1.242 0.294 -0.10
N -0.658 2.490 -0.591 0.12
N -3.615 0.139 -0.729 -0.26
O -2.051 -1.537 0.258 -0.49
S -2.419 -0.126 0.192 0.86
H 0.604 -1.037 1.491 0.08
H 2.889 -0.775 -0.509 0.08
H 2.098 -2.317 0.116 0.10
H 3.074 -1.260 1.095 0.08
H -0.258 3.189 -1.222 0.07
H -3.697 1.111 -0.775 -0.05


14
Properties=species:S:1:pos:R:3:lowdin_charge:R:1 method="wB97M-V/def2-TZVPD" largest_force_ev_per_a=4.1 homo_energy_ha=-0.30475 e_tot_ha=-738.8997 lumo_energy_ev=0.69 orbital_gap_ev=8.99
C 2.978 -0.586 0.051 -0.01
C 1.558 -0.146 -0.024 -0.39
N 1.104 1.106 -0.047 0.17
N -0.293 0.904 -0.118 -0.14
C -1.115 2.155 0.059 0.01
C -0.597 -0.414 -0.009 -0.97
S -2.045 -1.090 0.021 0.69
O 0.530 -1.027 -0.042 0.06
H 3.472 -0.782 -1.019 0.14
H 2.853 -1.269 0.914 0.09
H 3.383 0.421 0.529 0.12
H -0.925 2.611 1.019 0.08
H -0.791 2.852 -0.636 0.05
H -2.143 1.707 -0.122 0.09